A 2-piece molecular cluster, C30H57F6IN3O3 overall in a non-equilibrium geometry, computed with wB97M-V/def2-TZVPD.

Last column: Löwdin charge in e.
Element x y z (Å)
C: 8.04511 4.76309 0.57429  -0.152
C: 7.25305 4.62653 -0.86936  -0.255
C: 8.03010 3.39390 -1.68680  -0.231
C: 7.45331 1.98038 -1.07963  -0.229
C: 6.58098 1.26378 -2.31186  -0.216
C: 6.42060 -0.32470 -1.86728  -0.223
C: 4.86644 -0.86876 -1.96385  -0.227
C: 4.94156 -2.50769 -2.04664  -0.241
C: 3.49577 -3.24278 -2.31493  -0.228
C: 2.30443 -2.77720 -1.25833  -0.225
C: 1.02968 -3.81956 -1.53298  -0.209
C: 0.19020 -3.90938 -0.10793  -0.216
C: -0.82185 -2.59208 -0.04755  -0.211
C: -0.22936 -1.38802 0.91848  -0.195
C: -1.52053 -0.72959 1.68825  -0.212
C: -1.69579 0.90800 1.40423  -0.215
C: -2.64285 1.24652 0.10817  -0.348
C: -2.66146 2.88513 -0.20321  -0.077
N: -3.49753 3.22633 -1.44439  -0.122
C: -3.37461 4.70074 -1.75704  -0.165
N: -4.39635 5.24054 -2.73263  -0.108
C: -4.29282 4.61429 -4.10544  -0.131
C: -4.90916 2.72838 -1.22797  -0.237
C: -5.78240 3.55988 -0.12009  -0.060
C: -4.90934 1.07902 -0.98832  -0.323
C: -6.44107 0.43911 -0.96248  -0.111
C: -6.48329 -1.19769 -1.03264  -0.187
O: -5.22395 -1.80687 -1.57666  -0.064
C: -6.93675 -1.94913 0.35035  -0.216
F: -7.78544 -1.14662 1.25964  -0.012
F: -5.83141 -2.53191 1.14513  -0.012
F: -7.79170 -3.11919 -0.07884  -0.002
N: -4.01999 0.62172 0.13870  -0.507
I: -4.90731 0.68205 1.98919  1.100
H: 7.65540 3.99299 1.37997  0.077
H: 9.18510 4.53629 0.41562  0.074
H: 7.87449 5.85051 0.98962  0.074
H: 7.27070 5.61286 -1.50765  0.103
H: 6.14613 4.27877 -0.67315  0.100
H: 7.78046 3.46467 -2.84310  0.105
H: 9.20241 3.42733 -1.50462  0.110
H: 8.35929 1.28481 -0.79259  0.114
H: 6.72213 2.13327 -0.15578  0.117
H: 7.20434 1.33372 -3.31299  0.109
H: 5.54484 1.79980 -2.48978  0.113
H: 6.86034 -0.44673 -0.78192  0.110
H: 7.11495 -0.94789 -2.59445  0.115
H: 4.24293 -0.61098 -0.98365  0.113
H: 4.29284 -0.46284 -2.92676  0.123
H: 5.37001 -2.95888 -1.04098  0.123
H: 5.65211 -2.81912 -2.94726  0.117
H: 3.61099 -4.41532 -2.16978  0.114
H: 3.07382 -2.97228 -3.39532  0.124
H: 1.93086 -1.68715 -1.51353  0.102
H: 2.67056 -2.81004 -0.14352  0.116
H: 0.32842 -3.37150 -2.36610  0.110
H: 1.45395 -4.89081 -1.81542  0.114
H: -0.50654 -4.87850 -0.09809  0.113
H: 0.88353 -4.00084 0.83131  0.105
H: -1.86003 -3.02478 0.35258  0.110
H: -0.95283 -2.10745 -1.11965  0.106
H: 0.44463 -0.61044 0.35966  0.108
H: 0.43340 -1.93481 1.74147  0.115
H: -2.55538 -1.21366 1.36950  0.072
H: -1.45744 -0.85292 2.87305  0.124
H: -1.97757 1.50640 2.38566  0.098
H: -0.59437 1.27594 1.12692  0.124
H: -2.08811 0.77234 -0.83705  0.169
H: -2.96082 3.53030 0.72563  0.145
H: -1.54339 3.19309 -0.48652  0.166
H: -3.09495 2.63798 -2.23454  0.184
H: -2.31207 4.84565 -2.28033  0.175
H: -3.33052 5.27011 -0.72541  0.161
H: -5.36814 5.24119 -2.35309  0.096
H: -3.62574 3.64729 -4.15773  0.090
H: -5.40994 4.36522 -4.44419  0.113
H: -3.89373 5.39385 -4.89702  0.107
H: -5.47209 2.87537 -2.27052  0.159
H: -6.47141 2.90611 0.56299  0.058
H: -6.47519 4.35983 -0.63807  0.098
H: -5.04231 4.18403 0.57452  0.096
H: -4.42198 0.64234 -1.98792  0.167
H: -7.12297 0.90934 -0.10953  0.104
H: -6.93892 0.82216 -1.97857  0.144
H: -7.31333 -1.47594 -1.84467  0.188
H: -4.49136 -1.76101 -0.89506  0.099
C: -1.97863 -4.12782 5.48613  -0.060
C: -0.86051 -4.22503 4.46502  -0.216
O: 0.38429 -3.79662 5.03818  0.002
C: 1.05630 -4.72958 5.78639  -0.321
O: 0.64910 -5.87051 5.98412  0.152
C: 2.38086 -4.15869 6.29148  -0.471
F: 2.25766 -2.89550 6.78809  0.140
F: 3.31811 -4.08710 5.30243  0.142
F: 2.93687 -4.90460 7.28787  0.146
H: -2.03255 -3.11688 5.90315  0.083
H: -2.94162 -4.37545 5.03067  0.084
H: -1.80721 -4.80901 6.32535  0.082
H: -1.07146 -3.55368 3.62599  0.109
H: -0.77502 -5.23732 4.05334  0.129

Forces on atoms 1 to 3 (eV/Å):
-0.4 0.3 -0.1
1.1 -1.1 0.1
-0.8 0.3 0.8

Relative energy (zero: lowest compared OMol25 entry of this formula, charge and spin): 1294.38 kJ/mol
Gap between HOMO and LUMO: 8.0 eV
Net charge: +1